[1]
DFT (ωB97M-V with the def2-TZVPD basis set) results for a molecular structure, C36H24ClFeNiO32P at a distorted geometry.

Atoms and positions in Å:
Fe (-0.33, 1.00, -2.47)
Ni (2.45, 0.25, -0.05)
Cl (2.84, 3.02, -1.94)
O (2.85, 2.62, -0.54)
O (1.53, 2.74, -2.47)
O (3.19, 4.40, -2.01)
O (3.71, 2.13, -2.68)
P (0.02, -0.68, -0.82)
O (0.86, 0.60, -1.04)
O (0.93, -1.02, 0.39)
O (0.23, -0.81, -2.38)
O (-1.14, 0.34, -0.89)
C (5.27, -1.22, -3.05)
C (5.89, -1.80, -4.08)
C (5.21, -2.56, -5.18)
O (5.83, -2.93, -6.15)
C (3.79, -2.80, -4.87)
C (3.15, -2.22, -3.84)
C (3.83, -1.31, -2.83)
O (3.34, -0.70, -1.88)
O (1.85, -2.46, -3.71)
O (7.21, -1.70, -4.22)
H (5.86, -0.56, -2.42)
H (3.16, -3.40, -5.51)
H (1.47, -1.92, -3.00)
H (7.52, -2.35, -4.87)
C (-4.18, -0.65, -1.45)
C (-5.41, -1.17, -1.29)
C (-6.42, -1.44, -2.38)
O (-7.57, -1.81, -2.25)
C (-5.90, -1.15, -3.67)
C (-4.63, -0.70, -3.90)
C (-3.69, -0.32, -2.81)
O (-2.60, 0.12, -3.10)
O (-4.21, -0.42, -5.14)
O (-5.84, -1.49, -0.06)
H (-3.51, -0.61, -0.60)
H (-6.52, -1.22, -4.55)
H (-4.89, -0.58, -5.80)
H (-6.61, -2.08, -0.15)
C (3.01, -5.27, 1.18)
C (2.75, -3.96, 1.22)
C (3.76, -2.88, 0.82)
O (3.54, -1.68, 0.83)
C (5.06, -3.42, 0.40)
C (5.31, -4.74, 0.36)
C (4.26, -5.80, 0.70)
O (4.55, -6.97, 0.79)
O (6.57, -5.18, 0.20)
O (1.48, -3.54, 1.37)
H (2.19, -5.94, 1.40)
H (5.81, -2.66, 0.24)
H (6.52, -6.14, 0.39)
H (1.39, -2.65, 0.98)
C (2.41, 3.83, 4.33)
C (2.76, 3.01, 3.31)
C (1.76, 2.20, 2.56)
O (2.13, 1.42, 1.69)
C (0.39, 2.29, 2.97)
C (0.00, 3.13, 3.93)
C (0.95, 4.05, 4.64)
O (0.64, 4.95, 5.37)
O (-1.26, 3.17, 4.34)
O (4.00, 2.83, 2.83)
H (3.14, 4.33, 4.95)
H (-0.20, 1.44, 2.67)
H (-1.41, 3.85, 5.02)
H (4.64, 3.45, 3.19)
C (-3.57, 3.66, 1.24)
C (-2.68, 2.95, 0.52)
C (-2.24, 3.30, -0.92)
O (-1.39, 2.78, -1.64)
C (-3.09, 4.37, -1.46)
C (-3.98, 5.09, -0.78)
C (-4.21, 4.86, 0.66)
O (-5.01, 5.50, 1.31)
O (-4.63, 6.11, -1.34)
O (-2.12, 1.88, 1.10)
H (-3.87, 3.28, 2.21)
H (-3.00, 4.53, -2.53)
H (-5.10, 6.56, -0.61)
H (-1.80, 1.27, 0.40)
C (-1.77, -0.31, 4.41)
C (-1.33, -0.91, 3.29)
C (-2.23, -1.56, 2.26)
O (-1.90, -2.21, 1.28)
C (-3.65, -1.41, 2.58)
C (-4.09, -0.84, 3.70)
C (-3.20, -0.22, 4.68)
O (-3.61, 0.26, 5.72)
O (-5.41, -0.68, 3.93)
O (-0.03, -1.02, 3.02)
H (-1.13, -0.01, 5.23)
H (-4.27, -1.89, 1.83)
H (-5.48, -0.11, 4.72)
H (0.11, -1.46, 2.17)

Properties
Spin multiplicity: 8
Net charge: +1
LUMO level (alpha / beta): -4.62 / -5.67 eV
⟨S²⟩: 15.76
Orbital gap (alpha / beta): 7.024 / 5.968 eV
E: -200462.15502 eV

[2]
DFT (ωB97M-V with the def2-TZVPD basis set) results for C5H7NO in the gas phase at a distorted geometry.

Atoms and positions in Å:
N (0.44, 1.02, -1.81)
C (0.20, 0.59, -0.60)
C (0.92, 0.88, 0.65)
C (0.29, 0.09, 1.61)
O (0.07, 0.14, 2.82)
C (-0.52, -0.91, 0.98)
C (-0.52, -0.78, -0.54)
H (0.76, 1.86, -1.82)
H (-0.14, 0.59, -2.60)
H (1.60, 1.68, 1.06)
H (-0.11, -2.03, 1.08)
H (-1.55, -0.91, 1.38)
H (-0.07, -1.55, -0.98)
H (-1.38, -0.68, -1.24)

Properties
Spin multiplicity: 1
Structure (SMILES): NC1=CC(=O)CC1
LUMO level: 0.55 eV
Orbital gap: 9.066 eV
Energy above the lowest of the compared OMol25 structures with the same formula, charge and spin: 263.2 kJ/mol
E: -8833.47459 eV

[3]
DFT (ωB97M-V with the def2-TZVPD basis set) results for a molecular structure, C19H24N4O3Pd at a distorted geometry.

Atoms and positions in Å:
Pd (0.93, 0.02, -0.06)
C (3.98, -1.12, 1.48)
O (4.82, -0.04, 1.11)
C (4.33, 1.02, 0.42)
C (5.02, 2.22, 0.58)
C (4.62, 3.37, -0.08)
C (3.51, 3.35, -0.90)
C (2.81, 2.17, -1.07)
C (1.56, 2.12, -1.85)
N (0.62, 1.30, -1.55)
N (-0.47, 1.26, -2.40)
C (-1.33, 0.29, -2.12)
O (-1.20, -0.62, -1.27)
C (-2.58, 0.33, -2.95)
C (-2.92, 1.41, -3.75)
C (-4.10, 1.40, -4.48)
C (-4.95, 0.31, -4.42)
C (-4.61, -0.79, -3.63)
C (-3.43, -0.77, -2.90)
C (3.25, 0.97, -0.48)
O (2.65, -0.19, -0.80)
H (4.54, -1.67, 2.23)
H (3.06, -0.74, 1.94)
H (3.72, -1.75, 0.64)
H (5.87, 2.22, 1.25)
H (5.18, 4.29, 0.06)
H (3.17, 4.26, -1.39)
H (1.39, 2.77, -2.69)
H (-2.25, 2.26, -3.79)
H (-4.36, 2.25, -5.09)
H (-5.87, 0.30, -4.99)
H (-5.26, -1.65, -3.59)
H (-3.15, -1.61, -2.28)
C (-0.57, -3.32, 2.70)
C (-0.95, -1.85, 2.80)
C (-2.47, -1.68, 2.82)
C (-0.32, -1.21, 4.03)
N (-0.36, -1.23, 1.58)
N (-0.67, 0.15, 1.34)
H (-0.93, -3.87, 3.57)
H (0.52, -3.43, 2.65)
H (-1.00, -3.78, 1.81)
H (-2.90, -2.21, 3.67)
H (-2.92, -2.09, 1.91)
H (-2.76, -0.63, 2.91)
H (-0.64, -1.74, 4.93)
H (-0.62, -0.17, 4.15)
H (0.77, -1.26, 3.97)
H (-0.73, -1.70, 0.75)
H (-0.40, 0.70, 2.14)
H (-1.64, 0.31, 1.08)

Properties
Spin multiplicity: 1
LUMO level (alpha / beta): -0.30 / -0.30 eV
Orbital gap (alpha / beta): 7.251 / 7.250 eV
Energy above the lowest of the compared OMol25 structures with the same formula, charge and spin: 38.6 kJ/mol
E: -35672.40685 eV

[4]
DFT (ωB97M-V with the def2-TZVPD basis set) results for 2 unconnected molecules or ions with the total composition C5H14 at a distorted geometry.

Atoms and positions in Å:
C (1.92, -1.62, 0.68)
C (1.17, -0.26, 0.64)
C (1.30, 0.79, 1.70)
H (1.46, -2.29, 1.37)
H (2.92, -1.62, 1.22)
H (1.91, -2.19, -0.31)
H (1.44, 0.26, -0.39)
H (0.16, -0.43, 0.59)
H (0.90, 0.47, 2.67)
H (2.33, 0.97, 2.13)
H (0.74, 1.88, 1.51)
C (-1.77, 1.01, -1.04)
C (-2.21, 0.01, -2.00)
H (-1.97, 0.49, -0.10)
H (-0.66, 1.29, -1.07)
H (-2.25, 1.97, -0.90)
H (-3.36, 0.27, -2.24)
H (-2.27, -0.98, -1.49)
H (-1.77, -0.02, -2.96)

Properties
Spin multiplicity: 1
Structure (SMILES): CCC.CC
LUMO level: 1.03 eV
Orbital gap: 11.870 eV
Energy above the lowest of the compared OMol25 structures with the same formula, charge and spin: 186.5 kJ/mol
E: -5410.11717 eV

[5]
DFT (ωB97M-V with the def2-TZVPD basis set) results for a molecular structure, C14H8I2N2O3STi at a distorted geometry.

Atoms and positions in Å:
Ti (-0.46, -0.26, 0.08)
O (-2.33, -0.82, 0.25)
N (-3.45, -0.08, -0.01)
C (-4.67, -0.65, 0.16)
C (-5.76, 0.09, -0.10)
C (-5.62, 1.46, -0.55)
C (-4.40, 2.01, -0.72)
C (-3.19, 1.19, -0.43)
S (-1.60, 1.66, -0.57)
H (-4.71, -1.67, 0.50)
H (-6.76, -0.32, 0.03)
H (-6.52, 2.03, -0.75)
H (-4.26, 3.03, -1.06)
I (2.62, 3.89, -1.27)
C (3.04, 1.92, -0.60)
C (4.39, 1.59, -0.48)
C (4.76, 0.32, -0.05)
I (6.82, -0.07, 0.10)
C (3.77, -0.64, 0.26)
C (3.98, -1.97, 0.70)
C (2.89, -2.80, 0.97)
C (1.62, -2.28, 0.78)
N (1.38, -1.03, 0.36)
C (2.41, -0.25, 0.11)
C (2.00, 1.00, -0.31)
O (0.75, 1.19, -0.39)
H (5.15, 2.33, -0.72)
H (4.98, -2.36, 0.85)
H (3.03, -3.81, 1.31)
H (0.74, -2.88, 0.97)
O (-0.58, -1.83, 0.60)

Properties
Spin multiplicity: 2
Net charge: -1
LUMO level (alpha / beta): 2.49 / 2.49 eV
⟨S²⟩: 0.78
Orbital gap (alpha / beta): 4.383 / 6.795 eV
Energy above the lowest of the compared OMol25 structures with the same formula, charge and spin: 435.5 kJ/mol
E: -73921.99628 eV

[6]
DFT (ωB97M-V with the def2-TZVPD basis set) results for C4H7N5 in the gas phase at a distorted geometry.

Atoms and positions in Å:
C (0.84, 1.94, -0.11)
C (-0.23, 1.16, -0.42)
C (-0.49, -0.32, -0.40)
N (0.39, -1.09, 0.52)
C (-1.91, -0.66, 0.26)
N (-2.34, -0.39, 1.46)
N (-3.59, -0.96, 1.50)
N (-3.96, -1.45, 0.39)
N (-2.90, -1.27, -0.43)
H (0.74, 3.00, -0.10)
H (1.84, 1.67, -0.05)
H (-1.07, 1.74, -0.85)
H (-0.45, -0.85, -1.30)
H (0.17, -0.79, 1.42)
H (1.31, -0.75, 0.38)
H (-2.89, -1.76, -1.33)

Properties
Spin multiplicity: 1
Structure (SMILES): C=C[C@@H](N)c1nnn[nH]1
LUMO level: 0.69 eV
Orbital gap: 10.939 eV
Energy above the lowest of the compared OMol25 structures with the same formula, charge and spin: 407.9 kJ/mol
E: -11709.24989 eV

[7]
DFT (ωB97M-V with the def2-TZVPD basis set) results for a molecular structure, C20H38F5GaO8P.

Atoms and positions in Å:
C (-1.64, 0.43, 0.50)
C (-0.73, -0.61, -0.10)
O (-1.50, -1.72, -0.61)
C (-1.35, -1.96, -1.95)
O (-0.36, -2.53, -2.37)
C (-2.46, -1.46, -2.83)
C (-3.88, -1.38, -2.23)
C (-4.78, -0.34, -2.94)
Ga (-5.68, 1.10, -1.81)
C (-4.74, 2.88, -1.66)
C (-4.06, 3.38, -2.95)
C (-2.66, 2.81, -3.17)
O (-1.79, 3.27, -2.13)
P (-7.90, 1.36, -2.67)
C (-8.39, -0.43, -2.64)
O (-7.58, 1.52, -4.34)
C (-5.98, 0.36, 0.13)
F (-6.63, -0.87, 0.13)
F (-4.77, 0.10, 0.77)
C (-6.79, 1.27, 1.11)
F (-7.08, 2.45, 0.55)
F (-7.97, 0.72, 1.48)
F (-6.13, 1.54, 2.25)
H (-2.22, -0.01, 1.32)
H (-2.36, 0.82, -0.23)
H (-1.05, 1.25, 0.91)
H (-0.06, -1.02, 0.66)
H (-0.12, -0.21, -0.92)
H (-2.45, -2.12, -3.71)
H (-2.15, -0.47, -3.20)
H (-4.33, -2.38, -2.37)
H (-3.81, -1.23, -1.15)
H (-4.24, 0.15, -3.76)
H (-5.61, -0.87, -3.43)
H (-5.50, 3.62, -1.36)
H (-4.01, 2.87, -0.84)
H (-3.95, 4.47, -2.94)
H (-4.68, 3.14, -3.82)
H (-2.69, 1.72, -3.20)
H (-2.26, 3.16, -4.13)
H (-1.23, 2.54, -1.84)
H (-9.12, -0.64, -3.44)
H (-8.86, -0.63, -1.68)
H (-7.55, -1.12, -2.76)
H (-8.36, 1.22, -4.82)
O (1.57, 1.23, 1.24)
C (2.45, 0.42, 1.24)
O (2.76, -0.20, 2.40)
C (3.68, -1.29, 2.47)
C (5.12, -0.82, 2.60)
C (3.25, 0.11, -0.01)
H (3.55, -1.97, 1.63)
H (3.38, -1.83, 3.37)
H (5.44, -0.27, 1.72)
H (5.79, -1.67, 2.72)
H (5.22, -0.16, 3.46)
H (4.05, 0.84, -0.09)
H (2.59, 0.22, -0.87)
H (3.69, -0.89, -0.03)
O (8.81, -1.62, 1.20)
C (9.39, -1.68, 2.25)
O (8.66, -1.61, 3.39)
C (9.21, -1.82, 4.69)
C (9.84, -0.57, 5.26)
C (10.89, -1.76, 2.34)
H (9.91, -2.66, 4.67)
H (8.36, -2.13, 5.29)
H (10.69, -0.24, 4.66)
H (10.19, -0.75, 6.28)
H (9.11, 0.24, 5.28)
H (11.29, -0.75, 2.28)
H (11.24, -2.33, 1.48)
H (11.27, -2.23, 3.24)

Properties
Spin multiplicity: 1
Net charge: -1
LUMO level: 1.50 eV
Orbital gap: 5.316 eV
E: -112990.39911 eV

Q: Which formula does entry 6 have?
A: C4H7N5

Q: Look up the E of the sixth one.
A: -11709.24989 eV